# 1
ORCA calculation (ωB97M-V with the def2-TZVPD basis set) on a structure of composition C20H23ClPSY in a non-equilibrium geometry.

Last column: natural (NBO) charge in e.
CARTESIAN COORDINATES (ANGSTROEM)
Y  0.492  1.334  1.959  1.66
Cl  -0.205  -0.813  3.115  -0.51
P  -0.524  -0.402  0.146  0.85
C  0.741  -0.946  -1.039  -0.42
C  1.096  -0.205  -2.185  -0.20
C  2.064  -0.692  -3.083  -0.21
C  2.781  -1.865  -2.778  -0.16
C  2.555  -2.533  -1.559  -0.22
C  1.565  -2.052  -0.687  -0.14
C  -1.985  -1.530  0.010  -0.26
C  -3.005  -1.400  0.978  -0.22
C  -4.025  -2.351  1.052  -0.19
C  -4.014  -3.425  0.140  -0.15
C  -3.000  -3.563  -0.824  -0.20
C  -1.976  -2.613  -0.885  -0.22
C  -1.201  1.248  -0.436  -0.38
C  -1.213  2.461  0.366  -0.31
C  -1.956  3.571  -0.015  -0.17
C  -2.613  3.591  -1.231  -0.16
C  -2.559  2.457  -2.053  -0.16
C  -1.886  1.290  -1.662  -0.11
H  -2.933  -0.595  1.709  0.22
H  -4.800  -2.283  1.820  0.24
H  -4.800  -4.182  0.204  0.24
H  -2.984  -4.417  -1.512  0.25
H  -1.150  -2.717  -1.585  0.23
H  0.640  0.770  -2.357  0.22
H  2.283  -0.149  -4.019  0.24
H  3.543  -2.242  -3.477  0.25
H  3.162  -3.420  -1.306  0.25
H  1.432  -2.530  0.286  0.22
H  -0.746  2.836  1.387  0.12
H  -1.950  4.385  0.711  0.24
H  -3.153  4.506  -1.484  0.26
H  -3.086  2.502  -3.006  0.25
H  -1.930  0.419  -2.322  0.25
H  2.580  2.135  -1.582  0.03
H  2.098  2.694  -1.388  -0.02
C  4.558  0.410  2.668  -0.68
S  2.831  0.647  2.179  0.20
C  2.195  1.992  3.677  -0.71
H  4.915  -0.523  2.224  0.29
H  4.613  0.373  3.752  0.27
H  5.050  1.279  2.236  0.26
H  2.534  1.419  4.524  0.29
H  2.821  2.854  3.470  0.27
H  1.145  2.274  3.864  0.20

- energy (Eh) = -2013.32092
- multiplicity = 1
- charge = +2

=====

# 2
ORCA calculation (ωB97M-V with the def2-TZVPD basis set) on a structure of composition C20H23FeO4 in a non-equilibrium geometry.

Last column: natural (NBO) charge in e.
CARTESIAN COORDINATES (ANGSTROEM)
C  -2.028  1.659  6.813  -0.26
O  -0.712  1.228  6.394  -0.49
C  -0.367  1.253  5.082  0.31
C  0.880  0.672  4.742  -0.26
C  1.290  0.609  3.432  -0.19
C  0.477  1.128  2.380  -0.09
C  0.987  1.250  1.063  0.10
O  0.390  2.041  0.207  -0.54
C  1.060  2.961  -0.688  -0.24
C  -0.808  1.637  2.730  -0.15
C  -1.217  1.709  4.044  -0.32
H  -2.070  1.407  7.873  0.21
H  -2.149  2.745  6.692  0.18
H  -2.820  1.128  6.272  0.18
H  1.489  0.264  5.548  0.23
H  2.269  0.204  3.171  0.21
H  1.954  0.824  0.788  0.15
H  0.379  3.814  -0.765  0.21
H  2.031  3.287  -0.283  0.20
H  1.212  2.486  -1.674  0.16
H  -1.470  2.025  1.960  0.20
H  -2.205  2.104  4.285  0.22
C  2.384  -0.495  -1.969  -0.66
C  1.312  -1.178  -1.169  -0.02
C  1.501  -1.965  -0.069  -0.35
C  -0.109  -0.798  -1.479  -0.62
Fe  -0.796  -1.206  -3.272  0.65
C  0.135  0.248  -3.940  0.60
O  0.536  1.309  -4.219  -0.41
C  -2.285  -0.174  -2.710  0.58
O  -2.903  0.701  -2.247  -0.38
C  -0.574  -3.236  -3.075  -0.22
C  0.370  -2.712  -4.012  -0.30
C  -0.358  -2.033  -5.055  -0.27
C  -1.759  -2.126  -4.742  -0.28
C  -1.888  -2.886  -3.521  -0.31
H  2.285  0.602  -1.900  0.22
H  3.401  -0.762  -1.628  0.25
H  2.307  -0.730  -3.043  0.20
H  0.647  -2.372  0.482  0.21
H  2.471  -2.339  0.244  0.22
H  -0.800  -1.297  -0.771  0.25
H  -0.224  0.294  -1.408  0.25
H  -0.345  -3.872  -2.223  0.28
H  1.446  -2.860  -3.974  0.28
H  0.066  -1.595  -5.954  0.28
H  -2.576  -1.743  -5.350  0.28
H  -2.818  -3.212  -3.064  0.28

- energy (Eh) = -2340.07899
- multiplicity = 5
- charge = +1

=====

# 3
ORCA calculation (ωB97M-V with the def2-TZVPD basis set) on the molecule C20H23N3O3.

Last column: natural (NBO) charge in e.
CARTESIAN COORDINATES (ANGSTROEM)
C  0.669  -2.713  1.700  -0.65
C  1.807  -2.456  0.754  0.06
C  3.041  -3.074  0.909  -0.27
C  4.043  -2.817  -0.011  0.06
N  3.897  -2.013  -1.060  -0.43
C  2.717  -1.417  -1.229  0.26
C  2.559  -0.560  -2.453  -0.65
C  1.660  -1.602  -0.337  -0.20
C  0.343  -0.924  -0.584  0.68
O  -0.531  -1.412  -1.281  -0.62
N  0.189  0.275  0.034  -0.62
C  -1.048  1.023  -0.088  -0.24
C  -1.193  1.696  -1.460  -0.03
C  -0.121  2.761  -1.697  -0.43
C  -0.293  3.882  -0.713  -0.02
C  0.773  4.467  -0.042  -0.21
C  0.553  5.472  0.889  -0.21
C  -0.743  5.883  1.164  -0.21
C  -1.811  5.290  0.508  -0.19
C  -1.594  4.293  -0.436  -0.03
C  -2.748  3.686  -1.185  -0.24
N  -2.513  2.298  -1.592  -0.45
C  -3.585  1.657  -2.146  0.66
O  -4.654  2.220  -2.281  -0.61
C  -3.380  0.215  -2.622  -0.17
O  -4.613  -0.451  -2.734  -0.69
H  -0.182  -3.138  1.165  0.24
H  0.964  -3.404  2.487  0.22
H  0.326  -1.788  2.167  0.22
H  3.219  -3.749  1.736  0.22
H  5.015  -3.285  0.097  0.19
H  2.004  -1.103  -3.220  0.24
H  2.005  0.356  -2.240  0.21
H  3.540  -0.306  -2.847  0.24
H  0.941  0.626  0.601  0.41
H  -1.888  0.343  0.059  0.22
H  -1.078  1.774  0.702  0.22
H  -1.081  0.925  -2.221  0.23
H  0.871  2.317  -1.607  0.22
H  -0.219  3.128  -2.723  0.23
H  1.783  4.134  -0.254  0.21
H  1.389  5.927  1.403  0.22
H  -0.924  6.660  1.896  0.22
H  -2.826  5.600  0.730  0.21
H  -3.656  3.726  -0.582  0.23
H  -2.961  4.282  -2.080  0.22
H  -2.833  0.244  -3.571  0.18
H  -2.760  -0.348  -1.922  0.21
H  -4.891  -0.465  -3.652  0.47

- energy (Eh) = -1165.96310
- multiplicity = 1
- ΔE to the lowest compared entry with this formula, charge and spin (kcal/mol) = 15.7
- SMILES = Cc1ccnc(C)c1C(=O)NC[C@@H]1Cc2ccccc2CN1C(=O)CO

=====

# 4
ORCA calculation (ωB97M-V with the def2-TZVPD basis set) on the molecule C20H23N3O4.

Last column: natural (NBO) charge in e.
CARTESIAN COORDINATES (ANGSTROEM)
C  -0.270  3.368  -2.268  -0.63
C  -0.385  1.883  -2.422  -0.04
C  -1.509  1.212  -1.960  -0.14
C  -1.638  -0.161  -2.087  -0.35
C  -0.627  -0.893  -2.695  0.35
O  -0.645  -2.256  -2.881  -0.52
C  -1.830  -2.951  -2.588  -0.16
C  -2.106  -3.093  -1.092  0.62
O  -3.212  -3.249  -0.615  -0.63
N  -0.989  -3.051  -0.344  -0.45
N  -1.046  -3.158  1.042  -0.44
C  0.085  -3.055  1.770  0.67
O  1.165  -2.896  1.226  -0.66
C  -0.115  -3.118  3.268  -0.48
C  0.458  -1.845  3.912  -0.48
C  -0.250  -0.632  3.318  0.67
O  -1.249  -0.146  3.806  -0.63
N  0.310  -0.190  2.175  -0.62
C  -0.256  0.884  1.383  -0.27
C  0.813  1.850  0.952  0.06
C  1.791  1.436  0.056  -0.25
C  2.787  2.307  -0.346  -0.20
C  2.814  3.603  0.142  -0.22
C  1.845  4.021  1.038  -0.21
C  0.851  3.147  1.443  -0.23
C  0.509  -0.233  -3.155  -0.28
C  0.623  1.136  -3.019  -0.19
H  -0.181  3.630  -1.214  0.23
H  -1.154  3.863  -2.664  0.22
H  0.607  3.744  -2.788  0.22
H  -2.304  1.771  -1.488  0.21
H  -2.527  -0.642  -1.707  0.23
H  -1.693  -3.954  -3.005  0.22
H  -2.706  -2.496  -3.067  0.21
H  -0.051  -2.926  -0.709  0.44
H  -1.990  -3.240  1.398  0.43
H  0.421  -3.988  3.652  0.24
H  -1.173  -3.214  3.511  0.22
H  1.530  -1.791  3.724  0.23
H  0.275  -1.867  4.985  0.24
H  1.123  -0.655  1.799  0.41
H  -1.008  1.372  2.008  0.24
H  -0.749  0.466  0.494  0.21
H  1.767  0.429  -0.335  0.22
H  3.543  1.975  -1.042  0.21
H  3.589  4.285  -0.174  0.21
H  1.864  5.030  1.423  0.21
H  0.097  3.474  2.145  0.21
H  1.288  -0.815  -3.623  0.22
H  1.510  1.632  -3.385  0.21

- energy (Eh) = -1241.19082
- multiplicity = 1
- ΔE to the lowest compared entry with this formula, charge and spin (kcal/mol) = 55.5
- SMILES = Cc1ccc(OCC(=O)NNC(=O)CCC(=O)NCc2ccccc2)cc1